59
Properties=species:S:1:pos:R:3:nbo_charge:R:1 method="wB97M-V/def2-TZVPD" total_charge=-1 relative_energy_ev=0.2054 gap_ev="7.511 / 7.113" multiplicity=2 fmax_ev_per_a=1.226 energy_ev=-88718.4135 homo_ev="-4.68 / -4.28"
C -4.0847 -0.6426 2.0751 -0.2316
H 1.2044 -0.7632 5.3168 0.2037
C -1.4952 4.0478 0.7326 0.0284
H -1.7002 2.8861 -1.0850 0.2580
C -1.9549 -1.1617 0.8079 -0.8309
H -3.0987 2.8330 -0.0526 0.2355
O 1.8801 -1.8513 -3.1844 -0.6573
C -2.9651 1.6868 3.0712 -0.1817
H -4.5285 -1.5518 1.6829 0.2034
H 0.5607 3.1558 3.2899 0.2269
O 0.7468 -0.9702 -0.8165 -0.8336
Cl -2.0919 0.6178 -2.4093 -0.6903
C 1.7229 -5.5537 -1.3175 -0.2678
H 1.9157 -6.3785 -3.2957 0.2006
H -2.1187 6.0537 0.3448 0.2031
C 1.4237 -0.2339 4.3957 -0.2268
C 2.3178 1.7051 0.6513 -0.6537
C -2.3030 3.4903 -0.4125 -0.6550
H -0.6405 0.0022 3.8547 0.2228
C -1.5264 5.4164 0.9922 -0.2279
C 1.8949 -4.2378 -3.3206 -0.3318
H 3.3988 1.7825 0.5277 0.2085
C 3.0004 0.6642 2.8247 -0.2005
C 1.4371 -1.9178 -0.2946 0.7837
H 1.8898 2.7082 0.5569 0.2164
C -2.7754 -0.3203 1.6906 0.0487
C -0.7305 3.2220 1.5768 -0.3344
H 1.9276 1.0900 -0.1576 0.2560
H -2.4624 -2.0507 0.4464 0.1962
C 0.6503 0.8503 2.3752 -0.3314
H -4.7952 1.9378 4.1732 0.2011
H -2.5330 2.6129 3.4386 0.2134
C 1.9789 1.0710 1.9740 0.0356
C -0.0313 3.7913 2.6411 -0.1940
P -0.7379 1.3973 1.3169 0.9390
C 2.7333 0.0176 4.0245 -0.1993
H 1.5359 -4.4002 0.4972 0.2317
C -0.0750 5.1587 2.8827 -0.2393
H 4.0292 0.8365 2.5256 0.1997
H 1.6950 -6.5160 -0.8213 0.2030
Mn -0.9386 0.0257 -0.6128 0.9575
C -0.8273 5.9742 2.0530 -0.1953
H -1.0110 -1.4445 1.2854 0.2225
H -2.7613 4.2949 -0.9893 0.2059
C 1.8498 -5.4766 -2.6975 -0.1971
H 2.0129 -4.1747 -4.3984 0.1939
H 0.4755 5.5777 3.7171 0.2056
C -4.8010 0.1582 2.9499 -0.1953
H -5.8114 -0.1209 3.2269 0.1983
C -4.2381 1.3173 3.4804 -0.2715
O 1.9058 -1.9550 0.8364 -0.6733
C 1.6382 -3.1280 -1.1880 -0.2198
C 1.7922 -3.0656 -2.5758 0.4046
C -2.2558 0.8969 2.1683 -0.3983
C 0.3885 0.1903 3.5713 -0.1885
H -0.8727 7.0420 2.2312 0.2015
H 3.5514 -0.3013 4.6607 0.2009
C 1.6284 -4.3780 -0.5828 -0.1476
H 1.8811 -1.9859 -4.1371 0.4682


47
Properties=species:S:1:pos:R:3:nbo_charge:R:1 method="wB97M-V/def2-TZVPD" relative_energy_ev=0.0000 gap_ev="7.187 / 7.163" multiplicity=2 fmax_ev_per_a=0.144 energy_ev=-76659.9742 homo_ev="-7.38 / -7.43"
N 1.0091 -2.2614 -0.2404 -0.3045
S 0.8407 1.2575 -1.8499 -0.3004
C 1.4850 -0.4463 -1.7181 0.0993
C 2.2235 -0.4011 0.6868 0.0609
H -0.2428 -3.4203 0.7609 0.3661
H -3.1817 -0.6254 -0.1155 0.2024
O 0.4136 2.6052 3.2275 -0.6331
C 4.0097 0.3643 2.6567 -0.1854
H 5.3605 -1.0576 1.7739 0.2132
C 1.8405 0.5747 1.6236 0.2430
N 2.8328 -0.6974 -2.1247 -0.8725
N 0.5581 1.0882 1.4638 -0.7025
C -3.6202 3.3175 0.4031 -0.2472
C -3.5199 -2.0156 -1.7221 -0.2450
N 0.2370 -2.5440 0.9137 -0.6809
O 0.9420 -1.6059 -3.7200 -0.5607
H 2.4621 1.6977 3.3318 0.2563
H 2.8416 -0.9172 -3.1146 0.3996
N 1.2214 -0.8437 -0.2953 -0.3446
C 0.5465 -1.2092 -2.6467 0.5506
H -3.4866 -3.3158 -3.4346 0.2248
C -0.9122 -1.4417 -2.3074 0.1483
N -1.7271 1.8742 0.4919 -0.4810
C 3.4799 -0.9859 0.7497 -0.2260
C -2.0491 3.5201 2.1911 -0.2070
C 4.3789 -0.6045 1.7345 -0.2442
H 1.9220 -2.7071 -0.1897 0.3444
H -1.0920 -2.7784 -3.9484 0.2522
C 2.7563 0.9512 2.6115 -0.2641
Mn -0.4074 0.4172 -0.0616 0.9090
N -1.4900 -0.8436 -1.2595 -0.4584
C -3.2170 3.9381 1.5758 -0.1500
H 0.8114 -2.6066 1.7501 0.3524
C 0.0034 2.0531 2.2143 0.6306
H 4.7073 0.6677 3.4272 0.2130
C -2.7631 -1.1320 -0.9771 0.0532
H -4.5463 -2.2135 -1.4479 0.2283
C -1.6089 -2.3322 -3.1120 -0.2016
C -2.8459 2.2896 -0.1043 0.0548
C -2.9280 -2.6234 -2.8189 -0.1517
C -1.3261 2.4900 1.6183 0.1381
H -3.1101 1.7823 -1.0240 0.2056
H 3.4043 0.1214 -1.9578 0.3823
H -1.6647 3.9712 3.0947 0.2545
H -4.5159 3.6244 -0.1182 0.2267
H -3.8015 4.7451 1.9977 0.2229
H 3.7687 -1.7208 0.0103 0.2281


11
Properties=species:S:1:pos:R:3:nbo_charge:R:1 method="wB97M-V/def2-TZVPD" relative_energy_ev=2.4090 gap_ev=9.170 fmax_ev_per_a=0.790 energy_ev=-9341.7731 homo_ev=-9.31
C 0.6269 2.0682 0.2720 0.7568
C -0.3353 -1.3567 -0.1811 -0.2210
O -0.0201 3.0588 0.2127 -0.4975
C -1.5387 -0.8061 -0.3467 -0.3529
H 1.8237 -1.1684 0.2777 0.2383
C 0.8986 -0.6170 0.1299 -0.2781
O 1.9274 1.7032 0.5143 -0.4406
H -1.7000 0.2664 -0.2563 0.1971
C 0.9437 0.6985 0.2359 0.1778
H -2.4070 -1.4132 -0.5810 0.2072
H -0.2193 -2.4337 -0.2774 0.2129


70
Properties=species:S:1:pos:R:3:nbo_charge:R:1 method="wB97M-V/def2-TZVPD" relative_energy_ev=1.3659 gap_ev=7.074 fmax_ev_per_a=0.754 energy_ev=-83377.6687 homo_ev=-6.96
C 1.1445 4.0115 -2.7469 -0.2141
C -1.9811 -0.4771 -1.3082 0.0651
C -1.6711 -0.0582 -3.6750 0.0442
N 1.3345 -1.4948 2.3050 -0.4192
S 0.5847 -5.8874 1.3274 0.2571
C 0.8228 6.2642 -1.9950 -0.2485
H -3.0064 3.6258 -3.0673 0.2213
H -0.2906 0.0319 -5.2971 0.2281
C 1.0405 5.3601 -3.0286 -0.2299
N 4.2933 1.2227 1.5019 0.6299
C -2.3728 -5.6210 -1.4058 0.0393
N 5.1030 1.4328 4.1588 -0.7949
C -2.5033 1.7124 -2.2460 0.0607
C -1.1985 -0.5110 -5.0259 -0.6312
C -3.4034 -5.6807 0.6226 0.0413
S 1.1443 1.7892 -1.2101 -0.3498
H -0.0816 -1.6658 3.7793 0.1890
H 5.7921 1.4866 3.4227 0.4468
H 1.1415 2.5857 4.6727 0.3715
C -1.6365 -0.9092 -2.5782 -0.2358
O 5.4649 1.6004 1.6174 -0.4605
C -2.5800 1.4246 0.1975 0.4350
H -3.3874 2.1696 0.3002 0.1246
H -3.8916 3.2258 -1.5861 0.2145
Sn 0.8560 1.4583 1.2566 1.0147
N 3.4060 1.3336 2.5233 -0.4615
C 1.0436 3.5298 -1.4377 -0.1967
H -2.1668 1.9170 -4.3391 0.2069
H 1.1270 5.7054 -4.0513 0.2083
C -1.0280 -5.7432 0.5539 -0.1310
H -1.9855 -2.4723 -0.5122 0.2126
H 2.3187 -3.8927 0.1632 0.2320
H -0.2164 -5.6690 -1.4357 0.2322
H -2.4855 -5.5748 -2.4834 0.1985
N 2.8895 1.6377 4.7274 -0.4225
C 0.4418 -2.1997 2.9917 0.0364
N -3.4985 -5.6310 -0.7008 -0.4057
H -0.9701 -1.5757 -5.0270 0.2132
C 0.1625 -3.5336 2.7388 -0.2529
H -2.1905 3.7072 -1.5092 0.2392
C 0.8539 4.4448 -0.3942 -0.2025
C 1.9843 -2.1027 1.3170 0.0360
H 1.0299 0.9383 4.8668 0.3658
C -1.1109 -5.6729 -0.8288 -0.2609
C -2.3985 0.8538 -1.1361 -0.1509
H -1.2990 -1.9325 -2.7064 0.2030
H -2.1677 -5.7984 2.3819 0.2267
H -1.9496 -0.3108 -5.7909 0.2202
S 0.7587 3.9617 1.3004 -0.3757
C 0.8440 -4.1581 1.7038 -0.1387
C -1.9193 -1.4450 -0.1531 -0.6374
H 5.3725 1.5559 5.1172 0.3964
C 3.8233 1.4853 3.7646 0.6288
H -4.3417 -5.6854 1.1666 0.1972
O 3.8451 0.7463 0.4777 -0.3640
C 1.7767 -3.4323 0.9775 -0.2486
H 3.1901 1.6576 5.6880 0.3730
H -0.5600 -4.0713 3.3367 0.2246
C -2.1324 1.2398 -3.4922 -0.2341
H 0.7263 7.3219 -2.2041 0.2082
C -2.1940 -5.7396 1.3030 -0.2622
H -0.9746 -1.3227 0.3823 0.2298
H 1.3056 3.2914 -3.5401 0.2142
H 0.5662 6.4994 0.1190 0.2072
C -2.9276 3.1495 -2.0920 -0.6473
C 0.7343 5.8042 -0.6940 -0.1687
O -1.9120 1.1568 1.1840 -0.5704
H -2.7241 -1.2672 0.5581 0.2214
N 1.5397 1.6895 4.4238 -0.6181
H 2.6953 -1.4923 0.7697 0.2190


26
Properties=species:S:1:pos:R:3:nbo_charge:R:1 method="wB97M-V/def2-TZVPD" relative_energy_ev=0.0000 gap_ev="6.981 / 6.118" multiplicity=3 fmax_ev_per_a=5.733 energy_ev=-32179.5531 homo_ev="-6.40 / -8.69"
C 1.8435 -1.3265 -1.2266 -0.6317
C 0.4456 -0.9583 0.7939 -0.5046
O -0.9354 3.7432 1.4123 -0.6051
H 0.3115 -3.4006 -0.4621 0.2061
H -2.6989 2.8144 -0.0234 0.4007
H -0.4066 -2.8190 -2.0132 0.2159
H -0.0700 0.7919 -1.2284 0.2106
C -0.2412 -0.1863 -1.6614 -0.6196
N -2.1983 2.0646 0.4392 -0.8356
C 0.9885 1.8750 1.7325 -0.5469
S -0.9175 -0.2400 1.7413 0.1938
H -1.2950 -0.1831 -1.7749 0.2020
H 2.1210 -1.8240 -2.2045 0.2217
H 0.2376 -0.3806 -2.6182 0.2161
H -0.6003 1.9020 2.9938 0.2705
H -1.2457 -2.6650 -0.3934 0.2109
H 2.1957 -0.1830 -1.1981 0.2269
H 2.4011 -1.9331 -0.4895 0.2080
C -0.3010 -2.6593 -0.9276 -0.6119
C -1.2178 2.6081 1.1840 0.6942
C 0.3860 -1.3128 -0.7540 -0.0918
C -0.4075 1.5298 1.9744 -0.5053
H -2.3812 1.0794 0.2512 0.4355
P 2.0044 0.7887 0.9613 0.5885
H 0.6488 -1.9007 1.3240 0.2117
H 1.3326 2.7751 2.1676 0.2396


44
Properties=species:S:1:pos:R:3:lowdin_charge:R:1 method="wB97M-V/def2-TZVPD" total_charge=+3 gap_ev="6.990 / 3.928" multiplicity=7 fmax_ev_per_a=4.708 energy_ev=-151550.4751 homo_ev="-18.01 / -18.01"
H 1.0255 -0.4490 3.0120 0.1636
C -0.5966 -1.1064 1.0214 -0.4343
H -4.3180 0.1669 0.6748 0.1398
H 0.4233 2.0819 1.7772 0.1408
N 0.7673 0.5470 3.1202 0.3642
C 1.2621 1.4429 2.0738 -0.0601
H -3.2388 -0.8315 1.5926 0.0987
O -1.6119 0.4691 -3.2109 -0.0540
H 1.9743 -0.3839 1.0748 0.1440
Tb 4.3463 1.3450 -1.0939 1.5047
H -1.1729 -2.7434 -1.1656 0.1311
C 1.9613 0.6896 0.8600 -0.2311
O 0.1770 -2.1073 0.4026 0.0400
C -2.9085 1.2310 1.9995 -0.5651
O 0.6177 -0.5753 -3.8277 -0.0887
H 2.1466 1.1426 -1.3073 -0.0027
Br 3.9291 -1.2315 -1.4231 0.4216
O 2.2368 -3.7682 -0.6911 -0.2371
H -0.2051 -2.7435 -2.5013 0.0813
H -1.8261 1.4128 2.0872 0.0207
P -0.0922 0.4360 -2.7828 0.4930
O 3.3486 1.2090 0.8465 -0.2488
H 2.0074 2.1111 2.5573 0.1814
H 2.4827 -3.4128 0.1779 0.0737
H 0.8237 1.9827 -0.4999 0.1416
H -2.6883 -0.8638 -0.8042 0.1290
O -0.8886 -1.2930 2.1155 0.2125
C 0.5113 -1.5984 -0.8868 -0.6069
C 0.2374 -0.0652 -1.0257 -0.3043
H -0.2472 0.6549 3.3430 0.1582
H -2.6145 0.8761 -0.8508 0.1260
O 0.4894 1.7594 -3.0140 -0.2412
C -2.3799 0.0066 -0.2225 -0.1117
H 1.5728 -0.5672 -3.7024 0.0574
H -1.8531 1.4104 -3.2022 0.1201
H 3.3204 2.1188 0.4542 0.0399
Cl -3.4917 0.8279 3.6547 0.6199
C -3.2849 0.1084 1.0283 -0.2279
N -0.5734 -2.1646 -1.7458 0.0969
C 1.3038 0.9967 -0.5603 -0.1491
H -0.7369 1.0979 0.4795 0.1170
H -3.3822 2.1734 1.7278 0.0894
C -0.8511 0.0834 0.0966 -0.1519
P 1.9969 -2.4766 -1.6594 0.8084